ORCA calculation (ωB97M-V/def2-TZVPD) on a 5-piece molecular cluster, C32H51N6O13PS overall.

The geometry in XYZ format:
```
104
Properties=species:S:1:pos:R:3:lowdin_charge:R:1
C 5.79596 -3.32238 1.03642 -0.127
C 5.03938 -2.77645 -0.32780 -0.139
C 3.84381 -3.75753 -0.87661 -0.230
O 3.28775 -4.71259 -0.07995 -0.021
O 3.29906 -3.73461 -2.27435 -0.119
C 2.27756 -2.68418 -2.40776 -0.182
C 0.82116 -3.24798 -2.99875 -0.094
C -0.31662 -2.75985 -1.92104 -0.017
C -0.64062 -1.13500 -1.69245 -0.044
C 0.11465 0.08276 -2.49252 -0.162
C 0.45253 1.38066 -1.49314 -0.205
C 1.52439 0.93200 -0.33586 -0.147
C 0.94638 0.98188 1.20037 -0.176
O 2.05017 0.55492 2.08974 -0.092
C 1.90531 -0.84905 2.50557 -0.263
C 1.24621 -2.06327 1.62111 -0.006
O 2.40587 -1.18032 3.72444 -0.047
C -1.77262 -0.66092 -0.55606 0.024
C -2.56931 -1.77583 0.34562 -0.204
P -3.82467 -1.25315 1.68654 0.410
O -5.36601 -2.05886 1.59734 -0.280
O -3.97353 0.51503 1.75775 -0.308
S -3.00493 -1.75516 3.42114 0.232
C -2.25579 -3.35972 0.06192 0.010
C -1.15518 -3.86226 -1.04422 0.047
C -1.14821 -5.50132 -1.01660 -0.171
O -0.38553 -6.41345 -1.62581 0.013
N -2.27624 -5.94836 -0.06294 -0.075
N -3.37659 -6.51206 -0.71658 0.064
C -3.95198 -7.49284 0.07740 0.048
O -4.60451 -8.08984 1.11271 0.013
C -2.85278 -4.74508 0.70359 -0.186
O -3.73109 -4.69897 1.70834 -0.011
H 5.73497 -2.51203 1.90844 0.091
H 5.34437 -4.30833 1.47672 0.082
H 6.95901 -3.51766 0.88036 0.085
H 5.90636 -2.61308 -1.12782 0.129
H 4.61687 -1.69096 -0.07896 0.126
H 2.65549 -1.83244 -3.11538 0.124
H 2.14872 -2.20371 -1.32893 0.104
H 0.63980 -2.79326 -4.07766 0.132
H 0.92642 -4.41044 -3.08252 0.128
H -0.59809 0.51693 -3.33790 0.129
H 1.13724 -0.20376 -2.98400 0.100
H -0.51736 1.90502 -1.08694 0.092
H 0.99681 2.19176 -2.17629 0.114
H 1.87942 -0.16301 -0.61103 0.093
H 2.44760 1.67219 -0.40251 0.129
H -0.05297 0.39360 1.37102 0.112
H 0.68953 2.12669 1.41959 0.141
H 0.36260 -1.74713 0.92120 0.048
H 0.77947 -2.82884 2.40911 0.122
H 2.00736 -2.68532 0.98463 0.072
H -1.99780 0.47338 -0.36666 0.099
H -5.57616 -2.31020 2.55625 0.080
H -3.09990 0.79377 2.19236 0.065
C -3.02380 6.45033 -2.59129 -0.081
N -2.09925 5.34165 -2.59759 0.001
C -1.14434 5.03419 -1.67292 -0.522
C -1.00224 5.93750 -0.47990 -0.001
O -0.43458 4.04430 -1.83217 -0.003
H -4.03852 6.04565 -2.60700 0.085
H -2.85661 7.03639 -3.49806 0.084
H -2.90130 7.09062 -1.71691 0.077
H -2.13520 4.68835 -3.37176 0.143
H -0.20267 5.56627 0.16785 0.073
H -0.74210 6.94854 -0.80497 0.087
H -1.93331 5.94994 0.09302 0.091
C -8.14339 -8.51577 1.84332 -0.081
N -9.07607 -9.61763 1.84197 -0.004
C -8.81623 -10.94266 1.64656 -0.551
C -7.39143 -11.35191 1.39778 -0.014
O -9.73498 -11.75748 1.67760 0.017
H -8.20275 -8.02258 2.81641 0.086
H -8.44834 -7.81247 1.06483 0.084
H -7.11739 -8.83755 1.66085 0.054
H -10.05692 -9.41919 2.00324 0.142
H -7.34001 -12.43599 1.26051 0.086
H -7.01691 -10.87065 0.49022 0.084
H -6.76949 -11.08239 2.25558 0.087
C 2.97585 7.82347 2.49256 -0.084
N 2.04317 6.72161 2.49121 0.004
C 2.30301 5.39658 2.29580 -0.540
C 3.72782 4.98733 2.04702 -0.003
O 1.38426 4.58176 2.32685 0.003
H 2.91649 8.31667 3.46565 0.082
H 2.67091 8.52677 1.71408 0.081
H 4.00185 7.50169 2.31010 0.058
H 1.06233 6.92005 2.65248 0.137
H 3.77923 3.90325 1.90976 0.084
H 4.10233 5.46860 1.13946 0.049
H 4.34976 5.25686 2.90483 0.095
C 4.96036 7.09558 -3.18369 -0.079
N 4.93057 6.80383 -1.77019 0.006
C 5.35617 7.58770 -0.73781 -0.522
C 5.93655 8.93427 -1.06853 -0.008
O 5.25772 7.18381 0.41812 0.007
H 3.93574 7.05217 -3.56046 0.085
H 5.55737 6.32463 -3.67651 0.085
H 5.38528 8.07687 -3.39818 0.077
H 4.55233 5.91271 -1.46973 0.144
H 6.23092 9.44320 -0.14601 0.089
H 6.82421 8.81530 -1.69579 0.088
H 5.18979 9.54848 -1.57880 0.087
```

* HOMO-LUMO gap: 0.251 hartree
* SMILES: CCC(=O)OCCc1c(CCCCOC(C)=O)cc(P(O)(O)=S)c2c1C(=O)N(N=C=O)C2=O.CNC(C)=O.CNC(C)=O.CNC(C)=O.CNC(C)=O
* calculated total energy: -89675.3366 eV